Density functional theory data (the ωB97M-V functional and the def2-TZVPD basis) for a cluster of 2 separate species, C3H10N3O in total.

The geometry in XYZ format:
```
17
Properties=species:S:1:pos:R:3:forces:R:3:nbo_charge:R:1
C 0.73282 -0.68251 -0.49894 0.19 -1.60 1.36 0.392
C 1.82525 1.40534 0.21163 1.51 -1.54 2.44 -0.447
C -0.78717 -2.18275 0.64067 1.24 0.65 -0.66 -0.100
N -2.49032 1.15656 -0.47556 1.74 -2.57 -0.55 -0.321
N 1.58623 0.30581 -0.71515 -0.88 -0.16 1.19 -0.495
N 0.22462 -1.23138 0.64970 -0.23 3.06 1.12 -0.530
O -1.55181 0.37904 0.07466 -2.46 2.02 -1.35 -0.435
H 0.56750 -1.34955 -1.31234 -0.06 -0.17 -0.82 0.207
H 2.52960 1.20827 1.10709 -0.88 -0.56 -1.53 0.229
H 2.27217 2.24203 -0.20778 0.59 1.32 -1.49 0.244
H 0.93335 1.70682 0.67954 -1.46 0.33 0.27 0.224
H -0.89421 -2.66547 -0.29692 -0.43 -0.60 -0.48 0.182
H -1.10681 -2.59417 1.56724 -0.20 -0.03 0.44 0.216
H -2.86362 0.80912 -1.40558 0.45 0.81 1.68 0.377
H -3.03326 1.74206 0.14120 -0.14 0.05 0.04 0.378
H 1.97378 0.31381 -1.64233 0.11 0.27 -0.09 0.437
H 0.08191 -0.56302 1.48287 0.93 -1.29 -1.55 0.444
```
Positions in Å, forces in eV/Å.

Calculated values
Highest occupied orbital energy (alpha / beta), Eh: -0.489 / -0.436
2S+1: 1
LUMO (alpha / beta), eV: -4.1 / -3.9
Relative energy (zero: lowest compared OMol25 entry of this formula, charge and spin), eV: 6.278
Total charge: +1